A molecular structure, C25H32AlBrF6NO15 in a non-equilibrium geometry. Source: the Open Molecules 2025 dataset; level of theory: ωB97M-V/def2-TZVPD.

## Properties
- Kohn-Sham gap (eV) = 5.7595
- energy relative to the best compared isomer or geometry (same formula, charge and spin) (kcal/mol) = 118.8
- E_LUMO (eV) = 2.0

```
! wB97M-V def2-TZVPD RIJCOSX def2/J DEFGRID3
* xyz -1 1
C 3.635 -2.102 4.928
C 3.437 -1.939 3.627
C 3.138 -1.525 2.087
C 2.212 -0.163 2.009
C 0.678 -0.663 2.033
Al -0.722 0.849 1.985
Br -0.140 2.652 0.479
C -2.464 -0.053 1.268
C -2.877 -1.115 2.436
C -2.078 -2.501 2.705
N -3.896 -0.828 3.250
C -1.234 1.554 3.864
C 0.020 2.048 4.745
F -2.171 2.679 3.608
H 3.830 -1.899 6.051
H 2.479 -2.376 1.656
H 4.078 -1.469 1.432
H 2.487 0.407 1.044
H 2.457 0.431 2.976
H 0.501 -1.289 1.061
H 0.449 -1.323 2.952
H -3.248 0.801 1.264
H -2.317 -0.549 0.242
H -1.417 -2.705 1.783
H -2.771 -3.412 2.846
H -1.399 -2.328 3.623
H -4.001 -1.618 3.919
H -1.850 0.707 4.369
H 0.755 1.210 5.026
H -0.420 2.436 5.759
H 0.531 2.979 4.272
C 3.490 -2.672 -2.851
C 4.388 -2.425 -1.682
O 3.504 -2.440 -0.583
C 2.487 -3.272 -0.952
O 1.692 -3.744 -0.187
O 2.490 -3.508 -2.295
F 4.958 -1.198 -1.758
H 3.028 -1.755 -3.229
H 4.005 -3.170 -3.674
H 5.163 -3.185 -1.542
C -3.860 -2.586 -3.184
C -3.323 -2.099 -1.880
O -1.970 -2.506 -1.914
C -1.631 -2.517 -3.233
O -0.501 -2.549 -3.639
O -2.733 -2.481 -4.039
F -3.932 -2.721 -0.842
H -4.188 -3.630 -3.143
H -4.685 -1.974 -3.548
H -3.378 -1.015 -1.747
C 4.836 3.657 2.166
C 5.190 3.599 0.715
O 4.185 2.774 0.167
C 3.088 2.964 0.962
O 1.965 2.645 0.659
O 3.421 3.571 2.140
F 6.390 2.994 0.530
H 5.241 2.814 2.733
H 5.163 4.586 2.637
H 5.183 4.570 0.211
C 3.144 5.304 -4.214
C 4.038 5.547 -3.041
O 3.149 5.532 -1.945
C 2.130 4.703 -2.318
O 1.332 4.233 -1.560
O 2.139 4.469 -3.665
F 4.612 6.773 -3.112
H 2.686 6.223 -4.593
H 3.662 4.805 -5.036
H 4.810 4.784 -2.898
C -7.504 -2.933 -1.668
C -7.484 -1.565 -2.268
O -8.089 -1.754 -3.530
C -8.949 -2.799 -3.364
O -9.830 -3.076 -4.132
O -8.691 -3.487 -2.215
F -6.213 -1.138 -2.461
H -6.646 -3.540 -1.972
H -7.548 -2.909 -0.578
H -8.044 -0.817 -1.700
*
```

What are the Löwdin partial charges on each atom? They are as follows, in elementary charge units: number 1, C, carries 0.011; number 2, C, carries -0.107; number 3, C, carries -0.206; number 4, C, carries -0.241; number 5, C, carries -0.253; number 6, Al, carries 0.054; number 7, Br, carries 0.541; number 8, C, carries -0.189; number 9, C, carries -0.431; number 10, C, carries -0.085; number 11, N, carries 0.033; number 12, C, carries -0.357; number 13, C, carries -0.143; number 14, F, carries -0.191; number 15, H, carries 0.029; number 16, H, carries 0.083; number 17, H, carries 0.090; number 18, H, carries 0.097; number 19, H, carries 0.106; number 20, H, carries 0.068; number 21, H, carries 0.056; number 22, H, carries 0.067; number 23, H, carries 0.032; number 24, H, carries 0.069; number 25, H, carries 0.073; number 26, H, carries 0.076; number 27, H, carries 0.016; number 28, H, carries 0.087; number 29, H, carries 0.067; number 30, H, carries 0.064; number 31, H, carries 0.077; number 32, C, carries -0.071; number 33, C, carries -0.323; number 34, O, carries 0.096; number 35, C, carries -0.512; number 36, O, carries 0.166; number 37, O, carries 0.075; number 38, F, carries 0.075; number 39, H, carries 0.152; number 40, H, carries 0.140; number 41, H, carries 0.175; number 42, C, carries -0.086; number 43, C, carries -0.341; number 44, O, carries 0.143; number 45, C, carries -0.517; number 46, O, carries 0.158; number 47, O, carries 0.075; number 48, F, carries 0.073; number 49, H, carries 0.145; number 50, H, carries 0.121; number 51, H, carries 0.171; number 52, C, carries -0.074; number 53, C, carries -0.335; number 54, O, carries 0.132; number 55, C, carries -0.513; number 56, O, carries -0.286; number 57, O, carries 0.082; number 58, F, carries 0.065; number 59, H, carries 0.148; number 60, H, carries 0.140; number 61, H, carries 0.168; number 62, C, carries -0.079; number 63, C, carries -0.335; number 64, O, carries 0.129; number 65, C, carries -0.506; number 66, O, carries 0.122; number 67, O, carries 0.080; number 68, F, carries 0.068; number 69, H, carries 0.146; number 70, H, carries 0.141; number 71, H, carries 0.174; number 72, C, carries -0.063; number 73, C, carries -0.309; number 74, O, carries 0.141; number 75, C, carries -0.526; number 76, O, carries 0.162; number 77, O, carries 0.077; number 78, F, carries 0.068; number 79, H, carries 0.140; number 80, H, carries 0.151; number 81, H, carries 0.181

=====

A molecular structure, CH2FO4S in a non-equilibrium geometry. Source: the Open Molecules 2025 dataset; level of theory: ωB97M-V/def2-TZVPD.

## Properties
- Kohn-Sham gap (eV) = 9.3962
- energy relative to the best compared isomer or geometry (same formula, charge and spin) (kcal/mol) = 125.1
- E_LUMO (eV) = 4.0

```
! wB97M-V def2-TZVPD RIJCOSX def2/J DEFGRID3
* xyz -1 1
C -0.509 -0.244 -0.028
O 1.924 0.210 -1.287
O 1.486 -1.592 0.219
O 1.808 0.776 1.052
O -1.477 1.274 -0.287
F -2.681 0.949 0.116
S 1.351 -0.130 0.005
H -1.027 -0.869 -0.721
H -0.875 -0.373 0.931
*
```

What are the natural (NBO) partial charges on each atom? They are as follows, in elementary charge units: number 1, C, carries -0.335; number 2, O, carries -1.003; number 3, O, carries -1.009; number 4, O, carries -0.981; number 5, O, carries -0.231; number 6, F, carries -0.182; number 7, S, carries 2.356; number 8, H, carries 0.199; number 9, H, carries 0.186

=====

5 unconnected molecules or ions with the total composition C40H77N5O4 in a non-equilibrium geometry. Source: the Open Molecules 2025 dataset; level of theory: ωB97M-V/def2-TZVPD.

## Properties
- Kohn-Sham gap (spin up / spin down) (eV) = 8.7287 / 7.8322
- E_LUMO (spin up / spin down) (eV) = 0.4 / -0.5

```
! wB97M-V def2-TZVPD RIJCOSX def2/J DEFGRID3
* xyz 0 5
C 4.616 1.335 -0.904
C 3.984 2.745 -1.115
C 4.721 3.663 -0.070
C 6.057 4.208 -0.534
C 5.836 4.888 -1.860
C 5.203 3.881 -2.961
N 3.991 3.230 -2.474
O 3.123 2.517 -3.368
C 4.763 4.933 -4.024
C 6.335 3.002 -3.522
C 2.508 2.653 -0.539
H 4.105 0.697 -1.625
H 4.375 0.858 0.046
H 5.623 1.166 -1.286
H 4.105 4.561 -0.111
H 4.519 3.156 0.874
H 6.818 3.428 -0.511
H 6.384 4.955 0.189
H 6.792 5.220 -2.266
H 5.250 5.753 -1.547
H 4.356 4.447 -4.911
H 4.130 5.770 -3.730
H 5.635 5.521 -4.307
H 5.922 2.343 -4.285
H 7.162 3.529 -3.998
H 6.926 2.388 -2.842
H 2.080 1.700 -0.849
H 1.892 3.480 -0.891
H 2.542 2.671 0.551
C 0.437 -2.869 5.600
C 1.521 -2.813 4.431
C 1.511 -4.136 3.726
C 0.268 -4.182 2.825
C 0.244 -3.051 1.752
C 0.406 -1.651 2.401
N 1.472 -1.695 3.483
O 2.012 -0.407 3.901
C 0.820 -0.732 1.250
C -0.954 -1.186 2.953
C 2.981 -2.929 5.060
H 0.828 -3.582 6.327
H -0.469 -3.377 5.271
H 0.214 -1.923 6.093
H 2.343 -4.093 3.023
H 1.563 -4.959 4.439
H -0.655 -4.048 3.391
H 0.043 -5.174 2.434
H -0.678 -3.199 1.191
H 1.135 -3.343 1.196
H 0.851 0.313 1.557
H 1.860 -0.996 1.060
H 0.080 -0.869 0.462
H -1.735 -1.446 2.238
H -1.316 -1.757 3.808
H -0.812 -0.135 3.206
H 3.756 -2.528 4.406
H 3.161 -3.762 5.739
H 2.974 -2.254 5.915
C -5.154 2.332 3.891
C -5.503 0.851 3.690
C -4.299 0.205 4.404
C -4.439 -1.334 4.425
C -5.574 -1.448 5.382
C -6.929 -0.917 4.835
N -6.831 0.470 4.296
O -7.975 0.947 3.500
C -7.416 -1.936 3.820
C -7.944 -0.855 5.965
C -5.255 0.660 2.208
H -5.073 2.519 4.961
H -5.939 2.967 3.480
H -4.213 2.453 3.354
H -3.374 0.486 3.901
H -4.222 0.569 5.428
H -3.497 -1.807 4.702
H -4.664 -1.841 3.486
H -5.266 -0.950 6.301
H -5.745 -2.512 5.550
H -8.346 -1.662 3.322
H -6.707 -2.213 3.040
H -7.569 -2.920 4.262
H -8.739 -1.598 6.027
H -7.555 -0.854 6.983
H -8.622 -0.003 6.016
H -4.300 0.819 1.707
H -5.898 1.334 1.641
H -5.399 -0.380 1.916
C 3.445 -0.275 -5.063
C 2.230 -1.184 -5.229
C 1.660 -1.148 -3.789
C 0.221 -1.631 -3.664
C -0.529 -0.728 -4.516
C -0.082 -0.860 -5.994
N 1.274 -0.487 -6.147
O 1.709 -0.508 -7.564
C -0.525 -2.219 -6.610
C -1.098 0.142 -6.662
C 2.738 -2.553 -5.535
H 4.072 -0.360 -5.950
H 4.006 -0.601 -4.187
H 3.190 0.779 -4.955
H 2.210 -1.912 -3.238
H 1.694 -0.163 -3.322
H -0.234 -1.604 -2.674
H 0.138 -2.675 -3.963
H -0.488 0.279 -4.102
H -1.596 -0.945 -4.473
H 0.062 -3.053 -6.226
H -1.506 -2.549 -6.267
H -0.488 -2.260 -7.699
H -0.917 1.097 -6.169
H -0.918 0.378 -7.710
H -2.173 0.063 -6.500
H 3.729 -2.730 -5.119
H 2.933 -2.746 -6.590
H 2.004 -3.299 -5.232
N -0.985 0.639 -1.441
C -2.082 0.594 -0.632
C -2.847 1.666 -0.897
C -2.133 2.464 -1.814
C -0.950 1.811 -2.133
H -0.295 -0.093 -1.528
H -2.248 -0.149 0.134
H -3.785 1.933 -0.433
H -2.501 3.410 -2.184
H -0.100 2.180 -2.688
*
```

Löwdin atomic charge list, values in e, 99 entries: number 1, C, carries -0.022; number 2, C, carries -0.473; number 3, C, carries -0.142; number 4, C, carries -0.208; number 5, C, carries -0.129; number 6, C, carries -0.440; number 7, N, carries -0.049; number 8, O, carries -0.038; number 9, C, carries -0.047; number 10, C, carries -0.021; number 11, C, carries -0.025; number 12, H, carries 0.062; number 13, H, carries 0.089; number 14, H, carries 0.073; number 15, H, carries 0.113; number 16, H, carries 0.118; number 17, H, carries 0.108; number 18, H, carries 0.112; number 19, H, carries 0.119; number 20, H, carries 0.120; number 21, H, carries 0.081; number 22, H, carries 0.084; number 23, H, carries 0.078; number 24, H, carries 0.085; number 25, H, carries 0.086; number 26, H, carries 0.072; number 27, H, carries 0.058; number 28, H, carries 0.087; number 29, H, carries 0.077; number 30, C, carries -0.007; number 31, C, carries -0.478; number 32, C, carries -0.166; number 33, C, carries -0.185; number 34, C, carries -0.122; number 35, C, carries -0.478; number 36, N, carries -0.028; number 37, O, carries -0.039; number 38, C, carries -0.038; number 39, C, carries -0.022; number 40, C, carries -0.046; number 41, H, carries 0.078; number 42, H, carries 0.057; number 43, H, carries 0.087; number 44, H, carries 0.124; number 45, H, carries 0.129; number 46, H, carries 0.086; number 47, H, carries 0.109; number 48, H, carries 0.122; number 49, H, carries 0.116; number 50, H, carries 0.082; number 51, H, carries 0.092; number 52, H, carries 0.061; number 53, H, carries 0.080; number 54, H, carries 0.056; number 55, H, carries 0.096; number 56, H, carries 0.088; number 57, H, carries 0.085; number 58, H, carries 0.067; number 59, C, carries -0.043; number 60, C, carries -0.491; number 61, C, carries -0.152; number 62, C, carries -0.180; number 63, C, carries -0.158; number 64, C, carries -0.480; number 65, N, carries 0.002; number 66, O, carries -0.025; number 67, C, carries -0.043; number 68, C, carries -0.043; number 69, C, carries -0.052; number 70, H, carries 0.086; number 71, H, carries 0.087; number 72, H, carries 0.089; number 73, H, carries 0.107; number 74, H, carries 0.117; number 75, H, carries 0.099; number 76, H, carries 0.101; number 77, H, carries 0.121; number 78, H, carries 0.124; number 79, H, carries 0.090; number 80, H, carries 0.072; number 81, H, carries 0.088; number 82, H, carries 0.081; number 83, H, carries 0.079; number 84, H, carries 0.081; number 85, H, carries 0.070; number 86, H, carries 0.089; number 87, H, carries 0.077; number 88, C, carries -0.053; number 89, C, carries -0.497; number 90, C, carries -0.129; number 91, C, carries -0.208; number 92, C, carries -0.186; number 93, C, carries -0.493; number 94, N, carries -0.003; number 95, O, carries -0.008; number 96, C, carries -0.021; number 97, C, carries -0.045; number 98, C, carries -0.037; number 99, H, carries 0.087

=====

A molecular structure, C13H15F7N4O3P2S in a non-equilibrium geometry. Source: the Open Molecules 2025 dataset; level of theory: ωB97M-V/def2-TZVPD.

## Properties
- Kohn-Sham gap (eV) = 7.2621
- energy relative to the best compared isomer or geometry (same formula, charge and spin) (kcal/mol) = 66.4
- E_LUMO (eV) = -2.0

```
! wB97M-V def2-TZVPD RIJCOSX def2/J DEFGRID3
* xyz 0 1
N 0.227 -2.072 2.621
P 0.120 -2.171 1.042
O 1.637 -2.190 0.321
O -0.565 -3.623 0.659
C -0.843 -0.686 0.485
C -0.079 0.650 0.459
C 1.430 0.768 0.924
C 2.324 0.683 -0.388
C 3.315 1.894 -0.609
C 4.300 2.106 0.626
N 4.528 0.860 1.417
C -0.692 1.911 0.038
P 0.225 3.559 0.046
O 0.237 4.238 -1.297
C -2.111 1.978 -0.437
N -2.823 3.060 -0.866
S -4.345 2.468 -1.208
N -4.104 0.868 -0.841
C -2.828 0.631 -0.381
C -2.239 -0.673 0.081
C -3.097 -1.978 0.131
F -4.459 -1.668 0.029
F -2.997 -2.636 1.353
C -2.796 -2.929 -1.109
F -2.850 -4.245 -0.667
F -1.575 -2.644 -1.707
C -3.868 -2.837 -2.277
F -3.303 -3.514 -3.353
F -5.027 -3.497 -2.007
F -4.069 -1.561 -2.726
H 1.229 -2.003 2.838
H 1.500 -2.143 -0.650
H -0.948 -3.941 1.506
H 1.723 -0.095 1.588
H 1.607 1.687 1.543
H 1.699 0.586 -1.327
H 2.967 -0.243 -0.364
H 2.806 2.841 -0.942
H 3.978 1.598 -1.478
H 5.306 2.376 0.188
H 3.933 2.975 1.236
H 4.008 0.983 2.295
H 5.518 0.807 1.660
H 1.530 3.444 0.592
H -0.529 4.378 0.956
*
```

What are the natural (NBO) partial charges on each atom? They are as follows, in elementary charge units: number 1, N, carries -1.329; number 2, P, carries 2.167; number 3, O, carries -0.943; number 4, O, carries -0.976; number 5, C, carries -0.280; number 6, C, carries 0.051; number 7, C, carries -0.479; number 8, C, carries -0.422; number 9, C, carries -0.422; number 10, C, carries -0.233; number 11, N, carries -0.848; number 12, C, carries -0.403; number 13, P, carries 1.479; number 14, O, carries -1.072; number 15, C, carries 0.222; number 16, N, carries -0.595; number 17, S, carries 0.926; number 18, N, carries -0.567; number 19, C, carries 0.076; number 20, C, carries -0.089; number 21, C, carries 0.640; number 22, F, carries -0.317; number 23, F, carries -0.310; number 24, C, carries 0.572; number 25, F, carries -0.298; number 26, F, carries -0.310; number 27, C, carries 0.932; number 28, F, carries -0.322; number 29, F, carries -0.291; number 30, F, carries -0.299; number 31, H, carries 0.381; number 32, H, carries 0.503; number 33, H, carries 0.534; number 34, H, carries 0.253; number 35, H, carries 0.223; number 36, H, carries 0.213; number 37, H, carries 0.241; number 38, H, carries 0.217; number 39, H, carries 0.213; number 40, H, carries 0.199; number 41, H, carries 0.172; number 42, H, carries 0.356; number 43, H, carries 0.368; number 44, H, carries -0.065; number 45, H, carries -0.065